ORCA calculation (wB97M-V/def2-TZVPD) on C41H57As3BrFInN3 as an isolated structure.

```
! wB97M-V def2-TZVPD RIJCOSX def2/J DEFGRID3
* xyz 2 1
H -2.6977 2.2181 -1.5526
C 4.4722 2.5735 0.7564
F -0.5286 1.4006 -2.0801
H -4.0510 -0.1036 -1.0229
Br -0.4076 -2.4383 -7.5677
C 4.9794 2.9439 -1.8849
H 5.0502 -1.9741 -1.9868
H -3.5508 5.3103 6.2516
C -1.3618 -4.2378 -0.5110
H -2.4752 3.2689 -0.1540
H 2.2963 -7.0437 0.2661
H -3.9945 2.3676 -0.3522
H -1.7682 2.4120 4.7366
H 2.2721 0.9192 -5.4314
H -1.8049 -5.4177 -2.2918
C 4.2732 -2.4554 0.6424
H 4.9778 -1.6280 0.5432
H -2.1027 4.5179 5.6470
In 1.1756 0.7245 0.6975
H 4.8479 -3.3532 0.8699
C 0.6400 -0.5751 -2.9768
H -0.0850 1.8861 -4.7432
C -0.5372 4.5746 2.8947
C 1.9673 -0.5883 -3.7615
H -2.9280 -3.9081 0.9560
H -0.1151 -6.6072 0.0245
H 1.9987 -1.2073 -6.5208
C -3.1835 1.7923 3.2238
H -5.1474 1.1859 3.9335
H 0.4647 5.0021 2.9161
C -3.2248 -0.5708 -0.4874
H 0.8186 2.9157 4.9513
H -1.4969 -3.2705 -0.9991
H -6.4224 4.3452 3.4641
H -1.6628 -5.0129 1.4933
H -4.1498 1.9298 5.1791
C -5.8136 4.4314 4.3633
H 4.2485 2.4064 1.8040
H 1.2158 1.3434 4.2350
N 3.5560 2.1764 -0.1138
H -2.0526 -1.2664 -5.2708
C -0.0841 -1.4268 -6.0317
C -2.9150 2.3329 -0.4925
C 1.9279 -1.9893 -4.4102
C 1.2758 -2.7675 -3.4196
C -3.3166 0.7749 2.0703
C -0.5480 -0.2438 -3.9902
H 6.3830 3.4819 1.1364
H 3.0161 1.9878 -3.4308
As -0.3438 2.6447 2.6947
C 1.0744 2.4035 4.0239
C 1.9513 -6.0532 0.0032
H 3.8496 -3.0223 -2.7618
H 2.0074 2.8169 3.6405
H -6.1827 5.2745 4.9457
C 3.8128 2.3694 -1.4155
C 2.8622 -5.0258 -0.1633
H -2.1776 -6.2392 -0.7764
C 0.1230 -4.5492 -0.4987
C 0.5939 -5.8068 -0.1438
H -1.4047 0.0116 -3.3769
C 2.7734 1.9254 -2.3662
C 1.3043 -1.0717 -5.6994
As -2.1714 0.7937 0.4650
H 2.8169 -2.5030 -4.7749
H -2.6006 -1.1099 -1.2006
H 2.8436 -0.3784 -3.1509
H -1.0824 5.0043 2.0573
C 1.5492 0.2829 -4.9307
H -3.6320 -1.2872 0.2250
As -3.9555 4.7968 3.8621
H -3.5173 3.5536 6.1225
C 0.7174 -1.9191 -2.3364
H -5.9129 3.5232 4.9557
C -1.7689 1.8524 3.7990
H -2.9852 3.5187 1.9407
N 0.6351 -2.2432 -1.1136
C -0.9992 -1.0523 -5.1518
C -2.1837 -5.2711 -1.2786
C -1.8535 -4.0963 0.9330
H 2.9246 -1.6810 -0.7960
H -3.1742 -0.2398 2.4589
N 1.6557 1.5251 -1.9327
H 3.9167 -5.2194 -0.0130
C 4.4000 -2.8383 -1.8368
C 3.4643 -2.6213 -0.6458
H 3.6209 -2.2522 1.4921
C -4.1290 1.2704 4.3171
H 1.3220 -3.8507 -3.3562
C 5.9332 3.3594 -0.9612
C -3.6539 3.1713 2.7311
H 5.1391 3.0749 -2.9474
H -3.2225 -4.9478 -1.3492
H 6.8568 3.8152 -1.2902
C 5.6740 3.1740 0.3811
H 5.0392 -3.7075 -1.6747
H -1.0502 4.8271 3.8223
H -4.3472 0.8252 1.7069
C 2.4468 -3.7457 -0.5219
H -4.6368 3.0491 2.2657
H -3.8148 0.2822 4.6600
H -1.4242 0.8395 4.0308
C -3.1915 4.4754 5.6489
H -1.3469 -3.2761 1.4454
C 0.3364 0.9976 -4.2842
C 0.6124 0.9703 -2.7124
C 1.0748 -3.5571 -0.7391
*
```

Values from the calculation:
* HOMO-LUMO gap: 3.42 eV
* energy above the lowest of the compared OMol25 structures with the same formula, charge and spin: 0.000 eV